# 1
Density functional theory data (the ωB97M-V functional and the def2-TZVPD basis) for a single C6H13N molecule in a non-equilibrium geometry.

energy above the lowest of the compared OMol25 structures with the same formula, charge and spin = 248.3 kJ/mol
multiplicity = 1
E_LUMO = 0.98 eV
Kohn-Sham gap = 7.88 eV

Atoms and positions in Å:
C  -1.364  -0.907  2.338
C  -1.459  0.542  1.767
C  -1.051  0.600  0.284
C  0.391  0.265  0.084
C  0.985  -0.009  -1.115
C  2.175  0.772  -1.587
N  0.548  -1.122  -1.851
H  -0.359  -1.359  2.334
H  -1.840  -0.845  3.322
H  -1.849  -1.588  1.643
H  -2.482  0.859  1.961
H  -0.688  1.112  2.304
H  -1.033  1.663  -0.023
H  -1.714  0.073  -0.419
H  0.804  0.084  1.090
H  1.831  1.779  -1.850
H  2.668  0.401  -2.486
H  2.983  0.804  -0.846
H  -0.345  -1.555  -1.628
H  0.355  -0.943  -2.843

Here are the Löwdin charges for atoms 1 to 4, given in e: number 1, C, carries -0.118; number 2, C, carries -0.259; number 3, C, carries -0.252; number 4, C, carries -0.136

# 2
Density functional theory data (the ωB97M-V functional and the def2-TZVPD basis) for a single C4H2N2O molecule in a non-equilibrium geometry.

energy above the lowest of the compared OMol25 structures with the same formula, charge and spin = 86.0 kJ/mol
multiplicity = 1
E_LUMO = -0.46 eV
Kohn-Sham gap = 10.61 eV

Atoms and positions in Å:
N  3.556  1.162  0.070
C  2.676  0.407  0.100
C  1.509  -0.334  0.119
C  0.368  -0.724  0.110
C  -1.103  -0.826  0.046
N  -1.621  0.415  -0.155
O  -1.738  -1.851  0.153
H  -1.028  1.228  -0.211
H  -2.620  0.524  -0.232

Here are the Löwdin charges for atoms 1 to 4, given in e: number 1, N, carries 0.169; number 2, C, carries -0.220; number 3, C, carries 0.001; number 4, C, carries 0.114

Q: Which of these has the highest E_LUMO?
A: C6H13N